--- one ---
The following is a DFT calculation (ωB97M-V/def2-TZVPD) of the molecule C19H20N4O6.

Output
- structure (SMILES) = COc1cc(OC)nc(Oc2cccc3c(C)nn(CC4OCCO4)c(=O)c23)n1
- HOMO energy (eV) = -8.47

Last column: Mulliken charge in e.
Positions of all 49 atoms, in Å:
O1 1.14 1.02 -0.10  -0.6678
N1 -1.99 1.86 1.34  -0.7054
N2 2.75 -1.87 1.04  -0.2565
N3 4.45 -0.49 0.11  -0.5085
O2 2.96 0.42 1.77  -0.4416
O3 2.72 -4.16 0.33  -0.3609
O4 5.93 -1.25 -1.56  -0.3983
O5 -2.66 4.14 -0.59  -0.3653
O6 -2.60 3.18 -2.65  -0.4350
C1 0.35 1.34 0.72  -0.0903
C2 -1.89 1.30 2.56  0.4335
C3 3.37 -0.68 0.95  0.2361
C4 3.13 -2.81 0.23  0.5563
C5 4.87 -1.47 -0.69  0.5215
C6 4.25 -2.69 -0.58  -0.3471
C7 0.57 -0.84 4.36  -0.8665
C8 1.81 -0.62 3.70  -0.4666
C9 -0.59 -0.13 4.05  -0.6335
C10 1.80 0.25 2.51  0.8047
C11 -0.59 0.69 2.96  0.5632
C12 0.57 0.76 2.08  0.6205
N4 -0.89 1.95 0.46  0.4972
C13 1.32 -4.36 0.75  -0.7357
C14 6.36 0.09 -1.91  -0.6609
C15 -3.22 1.39 3.43  -1.3444
C16 -3.18 5.13 -1.45  -0.3927
C17 -2.85 4.57 -2.86  -0.3413
C18 -2.46 2.87 -1.24  0.4611
C19 -1.05 2.46 -0.93  -0.8184
H1 4.62 -3.47 -1.29  0.3497
H2 0.53 -1.38 5.26  0.4671
H3 2.77 -1.13 3.90  0.3656
H4 -1.54 -0.22 4.62  0.2854
H5 1.42 -5.21 1.47  0.2512
H6 0.91 -3.63 1.33  0.3665
H7 0.73 -4.55 -0.13  0.2536
H8 7.26 -0.03 -2.50  0.2529
H9 6.51 0.74 -1.06  0.3067
H10 5.57 0.60 -2.49  0.2891
H11 -3.05 1.99 4.30  0.3506
H12 -4.05 1.84 2.92  0.3500
H13 -3.53 0.39 3.86  0.2998
H14 -2.79 6.10 -1.27  0.2907
H15 -4.24 5.15 -1.38  0.2955
H16 -1.86 4.98 -3.23  0.2386
H17 -3.66 4.69 -3.60  0.2594
H18 -3.12 2.03 -0.90  0.2406
H19 -0.57 1.72 -1.61  0.4224
H20 -0.38 3.28 -1.07  0.2072

---

--- two ---
The following is a DFT calculation (ωB97M-V/def2-TZVPD) of the molecule C19H20N4O6.

Output
- structure (SMILES) = COC(=O)Cc1[nH]nc2c1[C@H](c1cc(OC)c(OC)c(OC)c1)C(C#N)=C(N)O2
- HOMO energy (eV) = -7.97

Last column: Mulliken charge in e.
Positions of all 49 atoms, in Å:
C1 2.41 2.95 0.01  -0.6584
H1 2.86 3.90 0.28  0.3092
H2 3.09 2.13 0.26  0.3200
H3 2.17 2.93 -1.05  0.1997
O1 1.19 2.79 0.73  -0.3159
C2 1.16 1.91 1.72  0.5440
O2 2.07 1.22 2.07  -0.5976
C3 -0.21 1.94 2.38  -0.5971
C4 -0.73 0.58 2.69  -0.9438
C5 -0.52 -0.65 2.11  0.8626
C6 -1.38 -1.52 2.80  -0.2510
N1 -2.07 -0.90 3.74  -1.1927
N2 -1.67 0.37 3.66  0.2776
H4 -2.05 1.05 4.30  0.1602
O3 -1.53 -2.84 2.54  -0.3930
C7 -0.84 -3.30 1.46  1.0202
C8 0.04 -2.57 0.73  0.0650
C9 0.71 -3.18 -0.34  -0.9802
N3 1.27 -3.68 -1.21  -0.7005
C10 0.39 -1.12 1.02  1.2633
C11 0.28 -0.29 -0.24  -2.1710
C12 -0.92 0.30 -0.60  0.4253
C13 -1.02 1.09 -1.74  0.3772
C14 0.10 1.24 -2.57  1.0165
C15 1.30 0.60 -2.22  -0.0182
C16 1.39 -0.15 -1.05  0.5497
H5 2.31 -0.63 -0.77  0.6017
O4 2.34 0.79 -3.09  -0.4564
C17 3.52 0.07 -2.87  -0.9375
H6 4.16 0.29 -3.73  0.2723
H7 3.33 -1.01 -2.83  0.3732
H8 4.03 0.38 -1.96  0.2970
O5 0.16 2.01 -3.70  -0.4917
C18 -0.97 2.09 -4.54  -0.8435
H9 -0.59 2.47 -5.49  0.3064
H10 -1.73 2.77 -4.15  0.2322
H11 -1.41 1.10 -4.70  0.3138
O6 -2.17 1.75 -2.10  -0.4719
C19 -3.33 1.52 -1.35  -0.8963
H12 -3.23 1.88 -0.32  0.3004
H13 -3.61 0.46 -1.34  0.3570
H14 -4.12 2.09 -1.86  0.2498
H15 -1.78 0.17 0.04  0.6893
H16 1.43 -1.06 1.37  0.6803
N4 -1.20 -4.59 1.16  -0.4892
H17 -0.59 -5.11 0.55  0.2514
H18 -1.66 -5.10 1.89  0.2524
H19 -0.89 2.47 1.72  0.2725
H20 -0.11 2.51 3.31  0.5656

---

We find two to be the most stable, with the next structure 220.9 kJ/mol higher.

---

--- one ---
The following is a DFT calculation (ωB97M-V/def2-TZVPD) of a cluster of 2 separate species, C4H2 in total.

Output
- HOMO energy (eV) = -9.94

Last column: Mulliken charge in e.
Positions of all 6 atoms, in Å:
C1 0.57 -0.02 -0.13  0.1957
C2 1.73 0.06 0.20  -0.2565
C3 -0.71 -0.17 -0.58  0.3553
C4 -1.87 -0.34 -1.02  -0.9657
H1 2.76 -0.08 0.38  0.4394
H2 -2.43 0.57 0.04  0.2317

---

--- two ---
The following is a DFT calculation (ωB97M-V/def2-TZVPD) of the molecule C4H2.

Output
- HOMO energy (alpha / beta) (eV) = -9.53 / -9.53

Last column: Mulliken charge in e.
Positions of all 6 atoms, in Å:
C1 0.71 -0.56 -0.27  -0.2474
C2 -2.14 -0.33 -0.08  -0.0452
C3 0.50 0.63 0.38  -0.2686
C4 -0.90 -0.30 -0.17  -0.0638
H1 0.27 1.68 0.11  0.3048
H2 1.56 -1.12 0.03  0.3202

---

We find one to be the most stable, with the next structure 219.7 kJ/mol higher.

---

--- one ---
The following is a DFT calculation (ωB97M-V/def2-TZVPD) of the ion C8H10NO2 with charge +1.

Output
- structure (SMILES) = CC[n+]1ccc(C(=O)O)cc1
- HOMO energy (eV) = -14.62
- total charge = +1

Last column: Mulliken charge in e.
Positions of all 21 atoms, in Å:
C1 -0.02 3.01 0.61  -0.8957
C2 0.21 1.82 1.66  -0.5298
N1 0.18 0.56 0.84  0.0472
C3 -1.05 0.21 0.32  -0.2044
C4 -1.16 -0.97 -0.51  -0.6540
C5 0.04 -1.78 -0.80  1.0026
C6 0.03 -3.07 -1.70  0.3512
O1 0.82 -3.94 -1.52  -0.4099
O2 -0.91 -3.18 -2.70  -0.4129
C7 1.31 -1.33 -0.21  -0.6762
C8 1.35 -0.13 0.62  0.1193
H1 0.26 4.00 1.03  0.3426
H2 -1.08 2.99 0.23  0.3199
H3 0.62 2.73 -0.28  0.3087
H4 -0.60 1.78 2.43  0.3256
H5 1.22 1.98 2.11  0.2957
H6 -1.95 0.83 0.53  0.3785
H7 -2.14 -1.26 -0.96  0.2512
H8 -1.69 -2.66 -2.42  0.2983
H9 2.28 -1.86 -0.36  0.3943
H10 2.29 0.27 1.07  0.3478

---

--- two ---
The following is a DFT calculation (ωB97M-V/def2-TZVPD) of the ion C8H10NO2 with charge +1.

Output
- structure (SMILES) = [NH3+]Cc1ccccc1C(=O)O
- HOMO energy (eV) = -13.10
- total charge = +1

Last column: Mulliken charge in e.
Positions of all 21 atoms, in Å:
C1 2.15 0.26 1.09  -0.8317
C2 1.52 1.26 1.73  -0.3345
C3 1.46 -0.50 0.12  -0.5437
C4 0.17 1.60 1.47  -0.7421
C5 0.06 -0.34 -0.13  1.1354
C6 -0.55 0.78 0.55  0.2488
C7 -0.63 -1.20 -1.26  -0.7055
C8 -1.97 1.24 0.20  0.4995
N1 0.21 -2.40 -1.63  -0.2070
O1 -2.34 2.27 0.95  -0.4673
O2 -2.50 0.88 -0.87  -0.5958
H1 3.13 0.04 1.54  0.3407
H2 2.13 1.92 2.41  0.3074
H3 2.12 -1.28 -0.41  0.0662
H4 -0.46 2.35 1.89  0.5502
H5 -1.68 -1.27 -0.85  0.4048
H6 -0.67 -0.37 -2.01  0.2978
H7 0.96 -2.70 -1.02  0.3407
H8 -0.57 -3.10 -1.63  0.4367
H9 -3.06 2.85 0.55  0.3830
H10 0.53 -2.31 -2.70  0.4166

---

We find one to be the most stable, with the next structure 29.2 kJ/mol higher.

---

--- one ---
The following is a DFT calculation (ωB97M-V/def2-TZVPD) of a structure of composition C2H3Cl2NS.

Output
- HOMO energy (eV) = -9.12

Last column: Mulliken charge in e.
Positions of all 9 atoms, in Å:
C1 -0.23 1.55 -0.23  -0.0854
C2 -0.21 -1.30 0.83  -0.0096
N1 -0.74 -1.88 -0.11  -0.2468
S1 1.36 1.99 -0.38  -0.0605
Cl1 -0.98 1.49 -1.76  -0.0717
Cl2 -0.39 -1.74 -1.79  -0.0960
H1 1.50 1.99 0.96  0.1848
H2 -0.69 -1.65 1.83  0.2450
H3 0.38 -0.45 0.65  0.1403

---

--- two ---
The following is a DFT calculation (ωB97M-V/def2-TZVPD) of the molecule C2H3Cl2NS.

Output
- structure (SMILES) = S=CNC(Cl)Cl
- HOMO energy (eV) = -8.53

Last column: Mulliken charge in e.
Positions of all 9 atoms, in Å:
C1 0.09 0.26 -1.22  -0.0212
C2 -0.10 -0.70 1.28  0.1440
N1 0.03 -0.83 -0.48  -0.2963
S1 0.35 0.24 -2.79  -0.3801
Cl1 -1.05 -1.97 1.66  -0.0826
Cl2 1.50 -0.73 1.93  -0.0998
H1 -0.16 1.08 -0.67  0.2449
H2 -0.52 0.28 1.31  0.2595
H3 0.50 -1.66 -1.03  0.2315

---

We find two to be the most stable, with the next structure 287.2 kJ/mol higher.